<P>
67
Properties=species:S:1:pos:R:3:lowdin_charge:R:1 method="wB97M-V/def2-TZVPD" lumo_energy_ev=0.41 smiles=COC[C@H](C)N.COC[C@H](C)N.CCO.CCO.CCO.O.O orbital_gap_ev=8.84
C -14.100 -4.415 -22.105 -0.126
O -13.868 -5.618 -21.415 -0.186
C -13.024 -5.477 -20.274 -0.213
C -13.657 -6.143 -19.083 -0.417
C -15.003 -5.503 -18.728 -0.066
N -12.745 -6.074 -17.899 0.059
H -14.626 -3.667 -21.486 0.087
H -14.754 -4.619 -22.951 0.084
H -13.169 -3.943 -22.447 0.086
H -12.093 -6.041 -20.498 0.128
H -12.665 -4.461 -20.095 0.128
H -13.813 -7.219 -19.268 0.122
H -14.930 -4.408 -18.783 0.081
H -15.278 -5.631 -17.673 0.068
H -15.816 -5.848 -19.363 0.069
H -11.813 -6.394 -18.136 0.020
H -13.158 -6.654 -17.179 0.024
C -9.399 -8.316 -14.593 -0.134
O -8.947 -8.846 -13.397 -0.189
C -8.255 -7.896 -12.606 -0.206
C -7.913 -8.534 -11.270 -0.421
C -6.883 -9.642 -11.346 -0.071
N -9.171 -9.013 -10.610 0.039
H -10.027 -7.431 -14.415 0.086
H -10.046 -9.053 -15.076 0.075
H -8.604 -8.073 -15.313 0.083
H -7.361 -7.576 -13.161 0.129
H -8.909 -7.028 -12.440 0.130
H -7.583 -7.702 -10.634 0.126
H -7.227 -10.442 -12.004 0.079
H -6.680 -10.039 -10.352 0.075
H -5.946 -9.271 -11.774 0.077
H -9.947 -8.896 -11.254 0.057
H -9.102 -10.013 -10.456 0.055
C -9.147 -5.801 -17.907 -0.091
C -9.033 -7.254 -18.329 -0.279
O -10.336 -7.904 -18.278 -0.125
H -9.528 -5.734 -16.883 0.075
H -9.801 -5.199 -18.535 0.066
H -8.144 -5.367 -17.888 0.076
H -8.377 -7.784 -17.634 0.098
H -8.653 -7.314 -19.355 0.109
H -10.161 -8.780 -17.895 0.022
C -11.304 -11.051 -19.149 -0.080
C -11.134 -11.020 -17.661 -0.278
O -9.834 -10.491 -17.286 -0.105
H -10.361 -11.358 -19.611 0.082
H -11.520 -10.059 -19.548 0.071
H -12.074 -11.750 -19.476 0.079
H -11.189 -12.038 -17.266 0.116
H -11.888 -10.421 -17.174 0.095
H -9.214 -11.207 -17.452 0.097
C -16.558 -8.357 -17.371 -0.074
C -15.733 -9.547 -17.889 -0.265
O -15.027 -10.243 -16.831 -0.105
H -16.095 -7.823 -16.548 0.069
H -17.564 -8.712 -17.127 0.074
H -16.713 -7.646 -18.188 0.061
H -14.922 -9.149 -18.504 0.098
H -16.366 -10.225 -18.456 0.111
H -15.645 -10.774 -16.318 0.094
O -13.409 -8.082 -15.736 -0.057
H -12.596 -8.604 -15.765 0.052
H -14.062 -8.599 -16.234 0.014
O -12.395 -7.658 -13.155 -0.067
H -12.991 -7.924 -12.449 0.034
H -12.941 -7.643 -13.959 -0.006

***

<Q>
67
Properties=species:S:1:pos:R:3:lowdin_charge:R:1 method="wB97M-V/def2-TZVPD" lumo_energy_ev=0.26 smiles=COC[C@H](C)N.COC[C@H](C)N.CCO.CCO.CCO.O.O orbital_gap_ev=9.46
C -3.365 -2.948 7.572 -0.103
O -4.149 -1.959 6.919 -0.184
C -3.705 -0.631 7.026 -0.211
C -2.291 -0.251 6.488 -0.458
C -1.680 1.024 7.077 -0.053
N -2.299 -0.215 5.068 0.027
H -3.153 -2.616 8.588 0.087
H -2.382 -3.151 7.147 0.076
H -3.884 -3.906 7.571 0.089
H -4.511 0.000 6.652 0.128
H -3.811 -0.370 8.079 0.111
H -1.630 -1.104 6.640 0.121
H -1.643 1.047 8.166 0.075
H -2.218 1.916 6.759 0.075
H -0.668 1.143 6.689 0.076
H -2.935 -0.958 4.818 0.072
H -2.802 0.620 4.802 0.071
C 0.238 -0.786 -8.056 -0.114
O -0.347 -1.624 -7.098 -0.185
C 0.548 -2.355 -6.284 -0.231
C -0.177 -3.099 -5.209 -0.453
C -1.114 -2.324 -4.274 -0.050
N 0.749 -3.936 -4.449 0.038
H -0.457 -0.097 -8.537 0.087
H 0.562 -1.455 -8.854 0.084
H 1.089 -0.222 -7.675 0.086
H 1.057 -2.995 -7.004 0.124
H 1.365 -1.789 -5.838 0.125
H -0.866 -3.751 -5.746 0.134
H -1.974 -1.952 -4.831 0.078
H -0.538 -1.518 -3.820 0.073
H -1.401 -2.907 -3.399 0.076
H 1.515 -4.240 -5.034 0.062
H 1.303 -3.354 -3.836 0.066
C 2.517 5.262 -4.831 -0.084
C 2.067 5.040 -3.366 -0.317
O 3.174 4.871 -2.486 -0.086
H 1.714 5.280 -5.568 0.070
H 3.191 4.478 -5.175 0.065
H 3.149 6.150 -4.819 0.070
H 1.457 4.140 -3.281 0.102
H 1.472 5.900 -3.058 0.101
H 2.924 4.415 -1.679 0.079
C 5.985 -4.373 0.619 -0.077
C 6.306 -2.893 0.411 -0.382
O 5.515 -2.446 -0.601 -0.061
H 6.403 -4.715 1.566 0.070
H 6.348 -4.942 -0.237 0.073
H 4.907 -4.529 0.652 0.074
H 7.328 -2.677 0.100 0.110
H 6.224 -2.339 1.346 0.105
H 6.051 -1.763 -1.011 0.089
C -6.459 2.523 -1.164 -0.095
C -5.144 3.144 -0.848 -0.374
O -5.172 3.550 0.476 -0.078
H -6.357 2.063 -2.147 0.076
H -7.203 3.319 -1.127 0.078
H -6.655 1.743 -0.428 0.081
H -4.977 4.014 -1.484 0.111
H -4.292 2.465 -0.887 0.118
H -5.792 4.280 0.540 0.083
O 5.384 2.450 5.766 -0.054
H 5.196 1.989 6.584 0.027
H 4.728 2.124 5.151 0.028
O 2.136 1.011 1.708 -0.057
H 2.168 0.323 1.043 0.027
H 1.277 0.907 2.119 0.028

***

Which is most stable, and by how much? <P>, by 179.3 kJ/mol.

***

<P>
56
Properties=species:S:1:pos:R:3:lowdin_charge:R:1 method="wB97M-V/def2-TZVPD" lumo_energy_ev=0.12 smiles="CCCCCNC(=O)[C@H]1CC[C@H](Cn2c(=S)[nH]c3ccccc3c2=O)CC1" orbital_gap_ev=8.63
C 2.056 9.178 -1.336 -0.118
C 2.216 7.663 -1.384 -0.279
C 2.842 7.127 -0.098 -0.231
C 3.130 5.627 -0.138 -0.195
C 1.858 4.779 -0.183 -0.186
N 2.150 3.370 -0.054 0.059
C 1.771 2.633 1.017 -0.463
O 1.134 3.106 1.935 0.067
C 2.222 1.175 0.928 -0.230
C 1.491 0.449 -0.207 -0.163
C 0.009 0.272 0.109 -0.137
C -0.230 -0.469 1.426 -0.284
C 0.140 -1.958 1.358 -0.129
N -0.701 -2.682 0.413 0.013
C -0.183 -3.112 -0.774 -0.760
S 1.399 -2.965 -1.221 0.712
N -1.029 -3.725 -1.647 0.079
C -2.355 -3.971 -1.401 -0.180
C -3.175 -4.594 -2.341 -0.012
C -4.501 -4.824 -2.038 -0.069
C -5.027 -4.442 -0.807 -0.073
C -4.219 -3.827 0.126 0.000
C -2.877 -3.584 -0.163 -0.062
C -2.014 -2.925 0.823 -0.352
O -2.384 -2.598 1.928 0.105
C 0.527 0.230 2.557 -0.146
C 2.009 0.430 2.248 -0.139
H 1.603 9.545 -2.254 0.067
H 1.421 9.466 -0.501 0.072
H 3.023 9.661 -1.212 0.070
H 1.236 7.208 -1.536 0.100
H 2.847 7.393 -2.233 0.110
H 3.782 7.655 0.079 0.111
H 2.180 7.341 0.744 0.116
H 3.752 5.397 -1.009 0.110
H 3.692 5.350 0.757 0.114
H 1.318 4.947 -1.120 0.118
H 1.207 5.035 0.656 0.124
H 2.734 2.954 -0.762 0.140
H 3.296 1.187 0.702 0.146
H 1.591 1.004 -1.142 0.110
H 1.958 -0.525 -0.360 0.051
H -0.455 1.258 0.187 0.125
H -0.476 -0.256 -0.717 0.109
H -1.299 -0.420 1.659 0.136
H -0.023 -2.403 2.343 0.136
H 1.177 -2.102 1.060 0.065
H -0.613 -4.030 -2.518 0.131
H -2.764 -4.891 -3.294 0.114
H -5.136 -5.306 -2.766 0.108
H -6.065 -4.629 -0.586 0.104
H -4.595 -3.519 1.089 0.122
H 0.421 -0.343 3.480 0.119
H 0.081 1.211 2.716 0.110
H 2.460 1.004 3.059 0.119
H 2.519 -0.534 2.192 0.116

***

<Q>
56
Properties=species:S:1:pos:R:3:lowdin_charge:R:1 method="wB97M-V/def2-TZVPD" lumo_energy_ev=0.73 smiles="CCN1CCN([C@@H](c2cccs2)[C@H](C)NC(=O)c2cccc(OC)c2)CC1" orbital_gap_ev=8.67
C -1.304 4.598 2.889 -0.083
C -2.200 4.172 1.719 -0.251
N -1.616 3.270 0.748 -0.181
C -1.269 1.966 1.280 -0.166
C -0.885 1.025 0.129 -0.158
N 0.155 1.543 -0.739 -0.125
C 1.548 1.308 -0.360 -0.273
C 1.827 1.180 1.108 -0.482
C 1.768 0.088 1.917 -0.119
C 2.113 0.369 3.260 -0.172
C 2.441 1.669 3.458 -0.408
S 2.340 2.582 2.005 1.033
C 2.071 0.063 -1.145 -0.294
C 2.572 0.486 -2.525 -0.033
N 1.035 -0.927 -1.308 0.108
C 1.076 -2.167 -0.780 -0.446
O 2.000 -2.565 -0.093 0.056
C -0.088 -3.042 -1.121 -0.122
C 0.125 -4.419 -1.127 -0.027
C -0.911 -5.276 -1.435 -0.067
C -2.174 -4.785 -1.729 -0.021
C -2.401 -3.413 -1.705 -0.265
O -3.597 -2.814 -1.963 -0.083
C -4.703 -3.625 -2.275 -0.090
C -1.351 -2.546 -1.401 0.052
C -0.187 2.885 -1.163 -0.159
C -0.501 3.825 0.005 -0.181
H -1.851 5.281 3.534 0.069
H -0.412 5.105 2.529 0.063
H -1.001 3.737 3.480 0.064
H -2.521 5.064 1.172 0.111
H -3.094 3.680 2.115 0.112
H -2.143 1.558 1.794 0.129
H -0.440 2.018 2.003 0.095
H -0.575 0.062 0.536 0.111
H -1.775 0.878 -0.495 0.122
H 2.126 2.168 -0.717 0.131
H 1.516 -0.898 1.575 0.102
H 2.118 -0.372 4.038 0.103
H 2.738 2.159 4.364 0.059
H 2.878 -0.417 -0.583 0.147
H 1.777 0.995 -3.066 0.079
H 3.423 1.155 -2.434 0.080
H 2.880 -0.389 -3.094 0.082
H 0.245 -0.635 -1.861 0.131
H 1.109 -4.791 -0.889 0.115
H -0.745 -6.343 -1.447 0.107
H -2.967 -5.477 -1.964 0.102
H -4.532 -4.206 -3.187 0.096
H -5.534 -2.939 -2.437 0.093
H -4.950 -4.303 -1.452 0.096
H -1.576 -1.491 -1.368 0.109
H 0.622 3.294 -1.771 0.119
H -1.084 2.803 -1.786 0.124
H -0.792 4.805 -0.380 0.125
H 0.403 3.946 0.625 0.079

***

Which is most stable, and by how much? <P>, by 276.4 kJ/mol.

***

<P>
15
Properties=species:S:1:pos:R:3:lowdin_charge:R:1 method="wB97M-V/def2-TZVPD" lumo_energy_ev=0.79 orbital_gap_ev=9.26
C 0.024 1.372 -1.968 -0.081
O 0.298 0.718 -0.747 -0.344
N 1.406 1.250 -0.071 0.042
C 1.726 0.358 0.891 -0.238
N 0.787 -0.527 1.603 -0.299
S 0.073 -1.721 0.449 0.834
C -1.658 -1.381 0.605 -0.436
H -1.009 1.070 -2.246 0.098
H 0.695 1.093 -2.714 0.060
H -0.011 2.411 -1.639 0.086
H 2.630 0.550 1.528 0.111
H 1.294 -0.912 2.453 0.087
H -2.084 -2.101 -0.005 -0.013
H -2.235 -1.732 1.591 0.097
H -1.937 -0.447 0.269 -0.004

***

<Q>
15
Properties=species:S:1:pos:R:3:lowdin_charge:R:1 method="wB97M-V/def2-TZVPD" lumo_energy_ev=0.83 orbital_gap_ev=9.37
C 2.233 0.017 -0.486 -0.108
C 1.090 -0.379 0.479 -0.307
N -0.234 0.123 0.173 -0.534
S -0.415 1.737 -0.129 0.835
C -1.261 -0.812 -0.123 -0.244
N -2.514 -0.726 -0.259 -0.031
O -3.025 0.539 -0.096 -0.120
H 3.163 -0.520 -0.280 0.069
H 2.499 1.089 -0.451 0.055
H 1.898 -0.151 -1.527 0.080
H 1.299 -0.112 1.526 0.115
H 1.019 -1.458 0.412 0.096
H -0.899 2.125 1.077 -0.113
H -0.891 -1.836 -0.265 0.123
H -3.962 0.364 -0.053 0.083

***

<R>
15
Properties=species:S:1:pos:R:3:lowdin_charge:R:1 method="wB97M-V/def2-TZVPD" lumo_energy_ev=0.57 orbital_gap_ev=9.14
H -0.878 2.618 0.352 0.057
N -1.371 1.721 0.182 0.098
C -0.734 0.681 -0.213 -0.508
C 0.755 0.634 -0.566 -0.135
C 1.532 -0.278 0.360 -0.247
O 1.215 -1.625 -0.063 -0.098
N -1.385 -0.550 -0.356 -0.405
S -3.014 -0.831 -0.075 0.750
H 0.886 0.162 -1.574 0.132
H 1.169 1.643 -0.662 0.116
H 2.591 -0.077 0.264 0.110
H 1.188 -0.010 1.393 0.133
H 1.951 -2.220 0.218 0.111
H -0.817 -1.373 -0.460 0.051
H -3.088 -0.496 1.199 -0.164

***

Which is most stable, and by how much? <R>, by 161.1 kJ/mol.

***

<P>
15
Properties=species:S:1:pos:R:3:lowdin_charge:R:1 method="wB97M-V/def2-TZVPD" lumo_energy_ev=0.86 smiles="NC(=O)[C@H](N)CS" orbital_gap_ev=9.89
N -0.863 -0.574 -2.080 0.151
C -0.206 -1.027 -0.971 -0.504
O 0.270 -2.120 -0.822 0.063
C -0.311 0.038 0.206 -0.381
N -0.771 1.320 -0.215 0.034
C 1.014 -0.039 0.947 -0.542
S 1.226 0.615 2.643 0.693
H -1.048 0.388 -2.298 0.083
H -0.997 -1.221 -2.852 0.111
H -1.002 -0.452 0.890 0.145
H -1.400 1.939 0.288 0.088
H -0.007 1.988 -0.330 0.086
H 1.467 -1.013 0.801 0.070
H 1.752 0.600 0.421 0.071
H 0.877 -0.442 3.372 -0.167

***

<Q>
15
Properties=species:S:1:pos:R:3:lowdin_charge:R:1 method="wB97M-V/def2-TZVPD" lumo_energy_ev=0.72 smiles="NC(=O)[C@@H](N)CS" orbital_gap_ev=9.70
N -0.401 -2.013 -1.697 0.143
C -0.761 -0.805 -1.139 -0.473
O -1.554 -0.059 -1.672 0.038
C 0.027 -0.438 0.247 -0.400
N 1.307 -1.149 0.293 0.002
C 0.175 1.096 0.116 -0.545
S 0.328 1.689 1.796 0.727
H 0.316 -2.664 -1.252 0.124
H -0.900 -2.498 -2.372 0.068
H -0.721 -0.663 0.981 0.118
H 1.976 -1.049 -0.577 0.137
H 1.800 -0.660 1.047 0.043
H -0.829 1.440 -0.321 0.102
H 1.017 1.334 -0.501 0.072
H 1.541 1.225 2.124 -0.156

***

<R>
15
Properties=species:S:1:pos:R:3:lowdin_charge:R:1 method="wB97M-V/def2-TZVPD" lumo_energy_ev=0.67 smiles="NC(=O)[C@H](N)CS" orbital_gap_ev=9.81
N -0.533 0.084 -2.228 0.160
C 0.063 -0.623 -1.220 -0.507
O 0.450 -1.765 -1.359 0.071
C 0.055 0.096 0.122 -0.442
N 0.973 1.224 0.102 0.046
C 0.223 -0.767 1.367 -0.520
S -0.155 0.219 2.837 0.726
H -1.128 0.852 -1.985 0.099
H -0.478 -0.295 -3.150 0.105
H -0.960 0.501 0.174 0.119
H 0.697 2.036 0.609 0.053
H 1.361 1.452 -0.798 0.074
H -0.445 -1.619 1.273 0.081
H 1.256 -1.108 1.316 0.084
H -1.379 -0.288 2.939 -0.150

***

Which is most stable, and by how much? <R>, by 7.5 kJ/mol.